(1)
The following is a quantum chemistry calculation of C11H7N5OS in the gas phase, from the OMol25 dataset.

Output
Total charge: 0
Kohn-Sham gap (eV): 7.630
Largest force on an atom (eV Å⁻¹): 4.12
Multiplicity: 1

Each line ends with the Mulliken charge.
Element x y z (Å)
S  0.9010  2.7821  -0.7910  -0.1888
O  -1.9067  -1.5632  1.4622  -0.3400
N  0.3915  0.1700  -0.2013  -0.8628
N  -0.1487  1.0005  0.7382  0.6446
N  -0.6803  3.0509  1.4841  -0.7142
N  -1.4021  2.1154  2.1675  -0.3123
N  1.8942  -1.0306  -2.1093  -0.1499
C  2.8159  0.9560  -2.7705  -0.4878
C  2.9312  -1.2166  -3.0476  -0.4470
C  -3.5073  -1.5193  3.0705  -0.3263
C  -0.0425  2.3608  0.5733  0.3908
C  1.8076  0.3928  -2.0396  0.2101
C  3.5149  -0.0281  -3.3669  -0.4990
C  -2.8467  -0.2779  3.1375  -0.5736
C  -2.8958  -2.2224  2.0594  -0.2073
C  0.9126  1.0468  -1.1243  0.3855
C  -1.9384  -0.2907  2.0250  0.7030
C  -1.1960  0.9124  1.6934  0.2923
H  -4.2101  -2.1254  3.6792  0.3384
H  3.3647  -2.1325  -3.5597  0.3158
H  4.3121  0.0763  -4.1123  0.3700
H  -3.1935  -3.2482  1.6645  0.3593
H  1.1970  -1.7529  -1.7400  0.3055
H  -3.0409  0.5484  3.9040  0.3697
H  2.9664  1.9953  -2.7962  0.4242

---

(2)
The following is a quantum chemistry calculation of a molecular structure, C29H44CdN8SSe, from the OMol25 dataset.

Output
Total charge: +2
Kohn-Sham gap (eV): 7.299
Largest force on an atom (eV Å⁻¹): 1.18
Multiplicity: 1

Each line ends with the Mulliken charge.
Element x y z (Å)
Cd  0.2272  -0.5348  -0.6528  1.0530
Se  -2.1557  -0.8574  0.5291  -0.3647
S  -0.8762  1.5113  -2.1692  -0.4151
N  -1.9449  3.5009  -0.8440  -0.3645
N  0.0941  2.7640  -0.0472  -0.2066
N  2.9628  -0.0842  0.2449  0.0369
N  1.3438  -5.3745  -0.0865  -0.1080
N  0.6991  -2.9647  -0.5611  0.7707
N  -4.0305  1.2804  0.4054  1.2144
N  1.1282  1.8772  -0.0507  -0.2086
N  -3.7731  0.3356  -1.5680  1.4034
C  -4.7730  2.0193  -0.4889  0.2260
C  1.0360  -3.1439  0.8693  -0.4316
C  2.7562  3.6371  0.5540  -1.5502
C  -0.0527  -5.3162  -0.4677  -1.0664
C  2.3242  2.2452  0.2302  0.5027
C  -5.4548  0.8964  2.3524  -0.7018
C  4.7020  1.5609  0.1094  -0.5997
C  1.5620  -4.5818  1.1065  -0.8753
C  5.2744  -0.7427  0.1592  -1.0782
C  -4.3347  -3.6087  -1.8240  -1.0081
C  -5.9257  3.1319  -2.7184  -0.8433
C  -0.9063  2.6562  -0.9399  0.5420
C  5.6772  0.5775  0.0682  -0.5857
C  -4.8695  -1.3894  3.3108  -1.3190
C  -4.6016  1.4257  -1.7515  0.8412
C  -6.0893  3.7230  -1.4626  -0.7974
C  -4.1155  1.4399  1.8369  -1.2669
C  -3.4567  -0.6154  -2.6089  -0.8056
C  2.1709  -4.8690  -1.1617  -0.7643
C  3.3557  1.1995  0.1886  0.6009
C  -4.6999  -1.4001  -3.0502  -0.8181
C  -5.1902  1.9754  -2.8868  -1.0630
C  -0.4328  -3.8639  -0.8570  -0.2663
C  -3.4162  0.2884  -0.2706  -0.9008
C  3.9150  -1.0071  0.2682  -0.1349
C  -5.5903  -0.6200  2.2109  0.5338
C  -5.2368  -2.3957  -2.0196  -0.1042
C  -5.5347  3.1706  -0.3255  -1.1027
C  1.8255  -3.3782  -1.4260  -0.6211
H  3.4664  3.6357  1.3754  0.4317
H  2.6323  -4.5906  1.3286  0.2486
H  -5.4868  -0.6878  -3.3007  0.4187
H  3.2500  4.0791  -0.3134  0.4007
H  2.6843  -2.7325  -1.2368  0.1294
H  1.7654  -2.3893  1.1728  0.4026
H  -5.0747  1.5350  -3.8627  0.5237
H  -3.2743  0.9114  2.2887  0.4946
H  1.9898  -5.4799  -2.0478  0.2830
H  -6.6657  4.6306  -1.3825  0.4738
H  -6.3761  3.6025  -3.5781  0.4490
H  -5.1875  -1.0356  4.2887  0.3742
H  -6.2106  -2.7377  -2.3734  0.3738
H  -3.4356  -3.3511  -1.2679  -0.0179
H  -0.6601  -3.7902  -1.9238  0.4796
H  -0.2107  -5.9996  -1.3034  0.3317
H  -2.6284  3.4719  -1.5850  0.1710
H  -1.3022  -3.5348  -0.2814  -0.1516
H  5.0022  2.5942  0.0650  0.3618
H  3.5964  -2.0299  0.4011  0.5506
H  0.0992  3.5341  0.6215  0.2801
H  -5.6776  3.6212  0.6429  0.4866
H  1.0388  -5.0559  1.9387  0.3991
H  -4.4438  -1.9389  -3.9633  0.5302
H  1.5220  -3.2299  -2.4669  0.5037
H  -5.1110  -2.4467  3.2386  0.3812
H  -5.5599  1.1668  3.4025  0.4865
H  -4.0495  -4.0294  -2.7850  0.3445
H  5.9785  -1.5590  0.1539  0.4354
H  -4.0311  2.5048  2.0664  0.4524
H  -5.1990  -0.9369  1.2387  -0.5336
H  -5.4003  -1.9019  -1.0577  -0.0769
H  -6.6486  -0.8833  2.2333  0.4457
H  6.7193  0.8459  -0.0177  0.4571
H  -6.2545  1.3943  1.8014  0.4075
H  1.9322  4.2913  0.8196  0.3588
H  -2.6829  -1.2939  -2.2337  0.0308
H  -0.6487  -5.6686  0.3753  0.4024
H  3.2180  -4.9897  -0.8732  0.3715
H  -4.8614  -4.3777  -1.2668  0.4681
H  -3.0530  -0.0563  -3.4595  0.4233
H  0.1165  -2.9696  1.4437  0.3990
H  -1.9202  4.3408  -0.2868  0.2154
H  -3.7875  -1.2809  3.2288  0.2493

---

(3)
The following is a quantum chemistry calculation of a gas-phase ion, C3H9N2S (charge -1), from the OMol25 dataset.

Output
Total charge: -1
Kohn-Sham gap (eV): 6.208
Largest force on an atom (eV Å⁻¹): 1.08
Multiplicity: 1

Each line ends with the Mulliken charge.
Element x y z (Å)
S  0.8900  0.3989  -3.4911  -0.6629
N  -0.6088  -0.0313  2.5693  -0.6737
N  0.2124  -0.7719  0.4099  -0.3974
C  -0.6940  0.1308  1.0932  -0.2712
C  0.0006  0.2495  -1.9238  -0.4817
C  0.8930  -0.1563  -0.7394  -0.8297
H  0.0183  -0.8202  2.6976  0.2723
H  -0.4218  1.1570  0.8325  0.3046
H  -0.4089  1.2412  -1.7040  0.1535
H  -0.1599  0.7782  2.9864  0.2481
H  -1.7408  0.0256  0.7946  0.2472
H  -0.8085  -0.4839  -2.0070  0.1860
H  1.5181  0.6611  -0.3719  0.3082
H  1.6264  -0.8369  -1.1969  0.3479
H  -0.3159  -1.5419  0.0506  0.2487

---

(4)
The following is a quantum chemistry calculation of C3H9N3O in the gas phase, from the OMol25 dataset.

Output
Total charge: 0
Kohn-Sham gap (eV): 10.099
Largest force on an atom (eV Å⁻¹): 1.88
Multiplicity: 1

Each line ends with the Mulliken charge.
Element x y z (Å)
O  0.8918  -0.8150  -2.7767  -0.6205
N  0.6643  -0.6182  -0.5531  -0.1593
N  -1.8092  0.0890  1.1752  -0.5451
N  0.8725  1.3391  -1.8470  -0.4308
C  0.8421  -0.0643  -1.8272  0.4999
C  0.6785  -0.0880  0.7936  -0.5974
C  -0.5590  -0.5323  1.5816  -0.3172
H  -0.3366  -0.3276  2.6262  0.3293
H  1.6600  -0.2232  1.2510  0.2988
H  -0.6482  -1.6120  1.3664  0.2722
H  0.6515  1.0092  0.7234  0.2311
H  -2.5412  -0.2902  1.7380  0.1896
H  0.6875  1.7691  -2.7375  0.2542
H  0.4642  -1.5978  -0.6870  0.1858
H  0.4272  1.6910  -1.0242  0.2286
H  -1.9454  0.2713  0.1974  0.1809

---

(5)
The following is a quantum chemistry calculation of 9 unconnected molecules or ions with the total composition C5H28NO8, from the OMol25 dataset.

Output
Total charge: +1
Kohn-Sham gap (eV): 10.230
Largest force on an atom (eV Å⁻¹): 2.00
Multiplicity: 1

Each line ends with the Mulliken charge.
Element x y z (Å)
O  -0.7606  0.0561  -3.0874  -0.6888
O  1.7747  -0.0875  -2.2063  -0.7657
O  4.3640  -1.1996  1.3941  -0.6287
O  -3.1406  0.0338  -1.6682  -0.6477
O  -3.3093  0.8534  0.9249  -0.7635
O  -0.5207  3.0083  -1.8233  -0.6682
O  2.2312  -2.7313  -1.5956  -0.5851
O  0.7552  -0.1969  3.5750  -0.5701
N  -1.1633  2.6906  1.0272  -0.0036
C  -0.5678  -2.7267  0.4389  -1.5309
C  -0.2073  -0.2552  0.4427  1.4043
C  0.6159  0.9924  0.6896  -1.0756
C  0.2455  -1.4766  0.6674  -0.2913
C  -0.0058  1.9447  1.7070  -1.0068
H  2.2564  0.3516  -1.4906  0.3173
H  -2.2569  -0.2416  -1.9600  0.3335
H  -3.2501  0.0179  1.4126  0.3486
H  1.6289  0.7893  1.0442  0.2919
H  0.8416  -0.0457  4.5180  0.2725
H  -0.6378  -0.5555  -3.8349  0.2773
H  1.9370  -3.3743  -2.2510  0.2778
H  3.7311  -1.4989  0.7356  0.3136
H  1.2774  -1.6728  0.9352  0.4458
H  0.7041  2.7329  1.9492  0.4081
H  1.8826  -1.0435  -1.9552  0.4220
H  -1.5696  3.3894  1.6425  0.4247
H  -1.6242  -2.5032  0.3547  0.3838
H  -0.1809  -3.3001  -0.4021  0.2631
H  0.4561  -1.0950  3.4270  0.2993
H  0.7189  1.5157  -0.2642  0.4835
H  -0.9415  3.1254  0.1167  0.3425
H  0.1513  0.0109  -2.7100  0.4061
H  -0.6217  2.0593  -1.9936  0.3673
H  3.8735  -1.1266  2.2202  0.3237
H  -0.4467  1.5452  2.6049  0.4385
H  -3.2413  0.5001  -0.0077  0.3567
H  -1.9229  2.0222  0.7871  0.0799
H  -0.9761  3.4517  -2.5492  0.2880
H  -3.7259  0.1894  -2.4111  0.2951
H  -1.1545  -0.0307  -0.0135  -0.3193
H  3.1957  -2.7714  -1.7089  0.3059
H  -0.4157  -3.3474  1.3177  0.3743

---

(6)
The following is a quantum chemistry calculation of 3 unconnected molecules or ions with the total composition C4H14N2O2, from the OMol25 dataset.

Output
Total charge: 0
Kohn-Sham gap (eV): 9.746
Largest force on an atom (eV Å⁻¹): 2.33
Multiplicity: 1

Each line ends with the Mulliken charge.
Element x y z (Å)
O  -0.8342  -0.7778  -5.4025  -0.6278
O  2.8192  1.6830  -0.4143  -0.6336
N  1.1866  -1.5264  2.4595  -0.5868
N  -0.9186  1.3272  -0.0712  -0.4854
C  -0.7548  0.8649  1.3202  -0.4215
C  -1.0334  -0.6398  1.6359  -0.4551
C  -0.9556  0.4886  -1.0057  -0.2911
C  -0.1482  -1.0696  2.7962  -0.7751
H  -1.7008  -0.4989  -5.7773  0.3217
H  -0.8626  -1.6837  -5.6543  0.3094
H  -1.4881  1.3862  1.9311  0.2945
H  -2.1126  -0.6968  1.7814  0.3301
H  2.2888  1.0979  -0.9406  0.3062
H  0.2720  1.1548  1.5288  0.3493
H  -0.0910  -0.4171  3.6648  0.3680
H  -0.8762  0.8561  -2.0313  0.3338
H  -0.8534  -1.3761  0.8546  0.2998
H  1.8149  -0.7785  2.1531  0.2429
H  -1.1058  -0.5882  -0.9159  0.2390
H  1.2154  -2.1609  1.6772  0.2309
H  3.6631  1.2214  -0.3256  0.3172
H  -0.6337  -1.9463  3.2656  0.3337

---

(7)
The following is a quantum chemistry calculation of a molecular structure, C9H21Cl12N3O6, from the OMol25 dataset.

Output
Total charge: 0
Kohn-Sham gap (eV): 7.812
Largest force on an atom (eV Å⁻¹): 12.14
Multiplicity: 1

Each line ends with the Mulliken charge.
Element x y z (Å)
Cl  -3.2017  3.0501  0.6705  0.0303
Cl  4.6940  -0.9535  1.0972  -0.2248
Cl  -3.9126  0.2068  0.3201  -0.1788
Cl  0.8211  2.7057  0.5062  -0.1786
Cl  -1.5648  0.9303  0.4624  -0.6883
Cl  1.7288  -0.8738  0.9722  0.4524
Cl  -2.4881  -1.3750  -0.7626  -0.1954
Cl  -0.7534  4.7779  -0.9033  -0.1479
Cl  -0.8382  -2.6707  1.3959  -0.0796
Cl  0.1391  0.3916  -1.8406  0.0215
Cl  -1.2739  -0.2831  3.4519  -0.0749
Cl  1.6932  0.3855  3.1134  -0.3142
O  0.6508  -2.2125  -3.5468  -0.5027
O  -2.4639  2.0871  2.5721  -0.5295
O  1.9751  -1.5074  -5.1287  -0.5891
O  -1.2447  3.6665  1.7267  -0.6089
O  0.6028  -2.0402  -0.3294  -0.3506
O  2.7312  -1.7916  -0.7638  -0.5422
N  -1.4101  2.5794  2.2363  1.0342
N  1.6028  -2.2565  -1.0162  0.6552
N  1.3067  -1.3526  -4.0700  0.9943
C  -0.4661  2.9793  -0.7748  0.8868
C  -3.4244  1.7169  -0.4593  0.3319
C  3.1819  -0.0636  1.5629  -0.4036
C  -0.1663  1.7582  2.5512  0.0104
C  -2.4227  -1.9408  0.9472  -0.2352
C  0.2714  -0.7744  2.9082  2.2077
C  1.4887  -0.0539  -3.3599  -0.5400
C  -0.3522  -0.2110  -0.2518  0.3194
C  1.3477  -3.3124  -2.0240  -1.1512
H  0.4126  -0.3458  0.5131  -0.7692
H  -0.8155  -1.1773  -0.4511  0.6318
H  2.4788  0.3939  -3.4456  0.2751
H  3.2525  -0.2356  2.6369  0.4071
H  3.2506  0.9552  1.1817  0.3084
H  -0.0912  1.4775  3.6017  1.0591
H  -0.0723  2.6730  -1.7439  0.3710
H  -4.2133  2.0961  -1.1089  0.5210
H  -3.1883  -2.7104  1.0463  0.5296
H  -1.4167  2.4915  -0.5591  -1.1010
H  0.4045  -3.1296  -2.5388  0.3716
H  2.1364  -3.2730  -2.7752  0.2933
H  0.5937  -1.6616  3.4533  0.6562
H  0.1578  -0.9986  1.8475  -2.4942
H  -2.5911  -1.0570  1.5625  0.0881
H  0.7068  2.2429  2.1143  0.3807
H  1.3213  -0.1958  -2.2922  -0.3126
H  -2.4567  1.6306  -0.9536  0.1337
H  0.6971  0.5322  -3.8267  0.4247
H  -0.2731  0.9202  1.8624  -1.5631
H  1.4534  -4.1911  -1.3877  0.3800

---

(8)
The following is a quantum chemistry calculation of C4H10N2S in the gas phase, from the OMol25 dataset.

Output
Total charge: 0
Kohn-Sham gap (eV): 9.650
Largest force on an atom (eV Å⁻¹): 2.48
Multiplicity: 1

Each line ends with the Mulliken charge.
Element x y z (Å)
S  -2.8895  0.5140  -0.7026  -0.2631
N  1.3198  -0.5790  1.5810  -0.5159
N  0.0911  -0.0641  -1.6915  -0.7369
C  -1.3100  0.8375  0.1878  -0.7440
C  -0.2313  -1.2254  -0.8304  -0.7232
C  -0.0668  0.1078  -0.2552  1.0394
C  1.2156  0.4018  0.5517  -0.8359
H  2.2116  -0.5523  2.0704  0.2237
H  0.5921  -0.4725  2.2541  0.1773
H  -1.0389  1.8949  0.0720  0.3134
H  -1.1530  -1.7197  -0.9803  0.2709
H  1.2439  1.4554  0.8756  0.3372
H  0.5258  -1.9144  -0.3898  0.2675
H  1.0567  -0.0796  -1.9958  0.2884
H  2.0823  0.2277  -0.1052  0.3537
H  -1.4411  0.6854  1.2339  0.3739
H  -2.2083  0.4823  -1.8756  0.1734

---

Let's list energy relative to the best compared isomer or geometry (same formula, charge and spin) in order: 35.99 31.88 17.17 11.21 0.00 45.11 789.99 33.46 kcal/mol.
Let's list LUMO energy in order: -0.258 -5.711 3.860 0.864 -2.428 0.658 -0.959 0.868 eV.